Entry 1:
C4H7N3O4 in the gas phase at a distorted geometry. Source: the Open Molecules 2025 dataset; level of theory: ωB97M-V/def2-TZVPD.

multiplicity	1
LUMO energy	-0.012	Ha
SMILES	C[C@@H]1NCC1([N+](=O)[O-])[N+](=O)[O-]
net charge	0
energy above the lowest of the compared OMol25 structures with the same formula, charge and spin	847.6	kJ/mol
E_tot	-621.580229	Ha
frontier orbital gap	9.9	eV

Last column: Mulliken charge in e.
Element x y z (Å)
C: 0.2971 0.8039 1.3172  -0.79
C: 0.8286 0.2401 -0.6440  0.41
C: -0.5482 0.1494 0.1590  0.54
C: 1.2310 -1.1699 -0.9061  -1.61
N: 1.4719 0.9820 0.3803  -0.49
N: -1.6657 1.1150 -0.2472  0.91
N: -1.2682 -1.1873 0.2857  0.91
O: -2.7707 0.8960 0.2409  -0.55
O: -1.4193 2.0255 -1.0113  -0.58
O: -1.3313 -1.5657 1.4139  -0.59
O: -1.5384 -1.7981 -0.6877  -0.57
H: -0.2200 1.6268 1.8595  0.33
H: 0.6058 -0.0519 1.9560  0.30
H: 0.6473 0.9338 -1.5666  0.29
H: 1.1682 -1.7594 -0.0010  0.41
H: 2.2534 -1.3963 -1.1579  0.36
H: 0.6669 -1.7381 -1.5652  0.40
H: 1.5917 1.8942 0.1745  0.31


Entry 2:
C4H7N3S in the gas phase at a distorted geometry. Source: the Open Molecules 2025 dataset; level of theory: ωB97M-V/def2-TZVPD.

multiplicity	1
LUMO energy (alpha / beta)	0.003 / -0.014	Ha
net charge	0
energy above the lowest of the compared OMol25 structures with the same formula, charge and spin	536.3	kJ/mol
E_tot	-718.898299	Ha
frontier orbital gap (alpha / beta)	8.1 / 6.8	eV

Last column: Mulliken charge in e.
Element x y z (Å)
C: -0.2770 0.2882 -1.7153  -0.87
C: -0.5990 1.2864 -0.6609  0.42
C: 0.4823 -0.6581 -1.0845  -0.27
C: 1.4356 -0.8773 1.1998  -0.99
N: 0.2229 0.9668 0.4698  -0.95
N: 0.7303 -0.1926 0.1855  0.75
N: -2.0073 0.9840 -0.5698  -0.35
S: -2.6112 -0.0578 0.5943  -0.13
H: -0.7750 0.1469 -2.6428  0.39
H: -0.4236 2.3658 -0.9108  0.35
H: 1.1453 -1.9994 1.3150  0.31
H: 2.4907 -0.6460 1.2282  0.33
H: 1.1925 -0.5159 2.1441  0.39
H: 1.0048 -1.5551 -1.3457  0.46
H: -2.0113 0.4643 1.7932  0.15


Entry 3:
2 unconnected molecules or ions with the total composition C4H7N4 at a distorted geometry. Source: the Open Molecules 2025 dataset; level of theory: ωB97M-V/def2-TZVPD.

multiplicity	1
LUMO energy	-0.156	Ha
net charge	+1
energy above the lowest of the compared OMol25 structures with the same formula, charge and spin	260.0	kJ/mol
E_tot	-375.303494	Ha
frontier orbital gap	9.0	eV

Last column: Mulliken charge in e.
Element x y z (Å)
C: -0.3549 -2.0022 0.7557  0.24
C: -1.1531 0.1324 0.0622  0.16
C: 1.5946 -0.2678 -0.2759  0.51
C: -0.2476 -0.6376 0.8436  -0.70
N: -0.4325 -3.1098 0.4372  -0.41
N: -2.0865 -0.2592 -0.7563  -0.35
N: 1.7128 -1.0889 -1.1023  -0.21
N: 2.1113 0.6610 0.4844  -0.42
H: -1.2065 1.2211 0.1989  0.35
H: 0.2727 -0.2941 1.7806  0.39
H: -2.6307 0.5219 -1.2009  0.27
H: -2.2237 -1.2524 -1.0658  0.29
H: 1.3593 -1.8484 -1.6669  0.32
H: 1.5580 1.5191 0.5296  0.26
H: 3.1682 0.7486 0.6032  0.30


Entry 4:
A gas-phase ion, C4H7N4O (charge +1) at a distorted geometry. Source: the Open Molecules 2025 dataset; level of theory: ωB97M-V/def2-TZVPD.

multiplicity	1
LUMO energy	-0.158	Ha
SMILES	C[N+]#CN/C=N\C(N)=O
net charge	+1
energy above the lowest of the compared OMol25 structures with the same formula, charge and spin	94.1	kJ/mol
E_tot	-450.572554	Ha
frontier orbital gap	9.7	eV

Last column: Mulliken charge in e.
Element x y z (Å)
C: 1.9023 0.5024 0.3023  -0.02
C: 0.5899 -0.2981 -1.6692  0.48
C: -0.1258 0.0624 1.6678  0.40
C: -2.5967 -0.1960 1.5007  -0.63
N: 1.6555 0.2154 -0.8950  -0.28
N: 1.1122 0.3098 1.6015  -0.24
N: 1.0115 -0.1785 -2.9989  -0.37
N: -1.2220 -0.3012 1.7193  0.11
O: -0.4463 -0.8599 -1.3057  -0.55
H: 2.9213 0.8642 0.6008  0.32
H: -3.2144 -0.7471 2.1336  0.30
H: -2.6700 -0.6746 0.4675  0.31
H: -2.9332 0.9104 1.3284  0.30
H: 1.8085 0.4282 2.3907  0.33
H: 0.2838 -0.2978 -3.7037  0.27
H: 1.9234 0.2603 -3.1399  0.26


Entry 5:
A molecular structure, C4H7N5 at a distorted geometry. Source: the Open Molecules 2025 dataset; level of theory: ωB97M-V/def2-TZVPD.

multiplicity	1
LUMO energy	0.017	Ha
net charge	0
energy above the lowest of the compared OMol25 structures with the same formula, charge and spin	697.6	kJ/mol
E_tot	-430.196686	Ha
frontier orbital gap	8.2	eV

Last column: Mulliken charge in e.
Element x y z (Å)
C: -1.9491 -0.6654 -1.1722  -0.14
C: -1.4841 -0.6332 0.1745  -0.56
C: -0.2380 -0.2013 0.6952  0.58
C: 2.0658 0.5258 1.8373  0.11
H: -0.2908 0.3461 -2.1313  0.29
H: -1.4505 -0.0348 -3.2357  0.23
H: -2.7616 -1.4459 -1.5037  0.26
H: -2.1047 -1.1842 0.8401  0.32
H: 3.3656 0.2040 2.1589  0.26
H: 2.4518 -0.1123 -0.2338  0.30
H: 0.3902 1.5859 -0.1872  0.26
N: -1.3325 0.0253 -2.2282  -0.42
N: -0.1895 -0.0528 1.9731  -0.33
N: 1.0725 0.5616 2.6940  -0.52
N: 1.8503 0.5131 0.4650  -0.33
N: 0.6045 0.5681 -0.1461  -0.32


Entry 6:
C4H7N5 in the gas phase at a distorted geometry. Source: the Open Molecules 2025 dataset; level of theory: ωB97M-V/def2-TZVPD.

multiplicity	1
LUMO energy	-0.013	Ha
SMILES	NCC1=CN=NC=NN1
net charge	0
energy above the lowest of the compared OMol25 structures with the same formula, charge and spin	659.1	kJ/mol
E_tot	-430.211321	Ha
frontier orbital gap	8.2	eV

Last column: Mulliken charge in e.
Element x y z (Å)
C: -1.7161 0.5028 -0.4143  -0.62
C: -0.1869 0.3428 -0.3884  0.59
C: 0.5902 1.2898 0.1169  -0.48
C: 2.4373 -0.8319 0.3152  0.09
H: -1.6326 -1.1586 0.8835  0.30
H: -3.1772 -0.5721 0.4992  0.28
H: -2.0334 1.6217 -0.3732  0.31
H: -2.0343 0.0854 -1.3689  0.33
H: 0.3311 2.3113 0.5442  0.34
H: 3.1400 -1.2792 0.9456  0.41
H: -0.2915 -1.6803 -0.8774  0.37
N: -2.1024 -0.2492 0.8434  -0.64
N: 2.0537 1.5365 0.0166  -0.19
N: 2.7527 0.5108 -0.0043  -0.30
N: 1.4859 -1.5585 0.0026  -0.52
N: 0.3836 -0.8711 -0.7406  -0.27


Entry 7:
C4H7N5 in the gas phase at a distorted geometry. Source: the Open Molecules 2025 dataset; level of theory: ωB97M-V/def2-TZVPD.

multiplicity	1
LUMO energy	0.029	Ha
SMILES	NC1(c2nnn[nH]2)CC1
net charge	0
energy above the lowest of the compared OMol25 structures with the same formula, charge and spin	401.4	kJ/mol
E_tot	-430.309471	Ha
frontier orbital gap	10.5	eV

Last column: Mulliken charge in e.
Element x y z (Å)
C: -0.9246 -0.0301 0.0606  0.11
C: 1.2646 0.8650 0.8923  -0.82
C: 1.2337 0.9992 -0.5988  -0.86
C: 0.5178 -0.1182 0.0073  0.99
N: -3.0583 -0.6499 0.0227  -0.46
N: -1.8199 -1.0956 0.1650  0.17
N: -1.6840 1.0169 -0.0658  -0.19
N: -2.9449 0.6289 -0.1032  -0.40
N: 0.9590 -1.4384 -0.1010  -0.73
H: 2.2734 0.5959 1.3485  0.24
H: 0.8407 1.7573 1.3072  0.32
H: 0.4816 1.7078 -0.9162  0.35
H: 1.9995 0.7963 -1.2462  0.31
H: -1.7693 -2.0555 0.4829  0.29
H: 1.9604 -1.3447 -0.2024  0.33
H: 0.6704 -1.6349 -1.0528  0.35


Entry 8:
C4H7NO in the gas phase. Source: the Open Molecules 2025 dataset; level of theory: ωB97M-V/def2-TZVPD.

multiplicity	1
LUMO energy	0.031	Ha
SMILES	C[C@@]1(C=O)CN1
net charge	0
energy above the lowest of the compared OMol25 structures with the same formula, charge and spin	193.3	kJ/mol
E_tot	-286.558014	Ha
frontier orbital gap	10.7	eV

Last column: Mulliken charge in e.
Element x y z (Å)
C: 1.4280 -0.5825 0.0416  -1.36
C: 0.0112 -0.0435 0.0027  1.22
C: -0.3378 1.4044 -0.0205  -0.61
N: -0.3354 0.6415 -1.2535  -0.63
C: -1.0558 -0.9335 0.5807  -0.28
O: -2.1509 -0.5507 0.9241  -0.48
H: 1.6600 -1.0405 -0.9254  0.28
H: 2.1578 0.2122 0.2226  0.33
H: 1.5510 -1.3396 0.8249  0.39
H: -1.3048 1.6776 0.3966  0.27
H: 0.4507 2.1473 0.0777  0.24
H: -1.2857 0.4150 -1.5352  0.28
H: -0.7883 -2.0077 0.6637  0.35


Entry 9:
C4H7NO in the gas phase at a distorted geometry. Source: the Open Molecules 2025 dataset; level of theory: ωB97M-V/def2-TZVPD.

multiplicity	1
LUMO energy	0.033	Ha
SMILES	N#CCCCO
net charge	0
energy above the lowest of the compared OMol25 structures with the same formula, charge and spin	228.6	kJ/mol
E_tot	-286.544590	Ha
frontier orbital gap	11.0	eV

Last column: Mulliken charge in e.
Element x y z (Å)
O: 1.6059 0.0401 1.0064  -0.53
C: 1.0912 0.3098 -0.2825  -0.41
C: 0.1184 -0.7983 -0.6398  -0.58
C: -1.3655 -0.5609 0.3093  -0.47
C: -1.5071 0.8801 0.2523  0.33
N: -1.1344 1.9653 0.0830  -0.56
H: 2.0024 0.8513 1.3421  0.31
H: 1.8751 0.5952 -1.0063  0.36
H: 0.4370 1.1910 -0.3002  0.34
H: 0.4376 -1.8004 -0.3500  0.30
H: -0.0129 -0.7623 -1.7435  0.31
H: -1.2788 -0.8285 1.3871  0.25
H: -2.2690 -1.0824 -0.0578  0.34


Entry 10:
C4H7NO in the gas phase at a distorted geometry. Source: the Open Molecules 2025 dataset; level of theory: ωB97M-V/def2-TZVPD.

multiplicity	1
LUMO energy	0.024	Ha
SMILES	N#CCCCO
net charge	0
energy above the lowest of the compared OMol25 structures with the same formula, charge and spin	268.9	kJ/mol
E_tot	-286.529235	Ha
frontier orbital gap	10.6	eV

Last column: Mulliken charge in e.
Element x y z (Å)
O: -1.5309 -0.9570 -0.3599  -0.62
C: -0.2449 -0.3903 -1.1098  -0.49
C: 0.1819 0.9517 -0.4757  -0.53
C: 0.0599 0.4561 0.9782  -0.52
C: 1.3386 -0.0504 1.4632  0.33
N: 2.3508 -0.5166 1.7860  -0.47
H: -1.5494 -1.9198 -0.1786  0.33
H: -0.6648 -0.3526 -2.0941  0.37
H: 0.6136 -1.0709 -0.9989  0.29
H: -0.5086 1.7706 -0.7081  0.28
H: 1.1871 1.3319 -0.7884  0.35
H: -0.8159 -0.4072 0.8370  0.28
H: -0.4174 1.1545 1.6492  0.39


Entry 11:
2 unconnected molecules or ions with the total composition C4H7NO at a distorted geometry. Source: the Open Molecules 2025 dataset; level of theory: ωB97M-V/def2-TZVPD.

multiplicity	1
LUMO energy	0.039	Ha
net charge	0
energy above the lowest of the compared OMol25 structures with the same formula, charge and spin	243.1	kJ/mol
E_tot	-286.539048	Ha
frontier orbital gap	10.5	eV

Last column: Mulliken charge in e.
Element x y z (Å)
C: -1.3015 -2.3668 -0.3700  0.12
C: 0.8678 0.4269 -0.0281  -0.03
C: 1.6101 -0.2585 1.0301  -0.90
C: -1.1706 0.8582 -1.1084  -0.80
N: -0.2265 0.0072 -0.4453  -0.13
O: -1.9683 -2.2185 0.5260  -0.15
H: 1.1141 1.5378 -0.0932  0.24
H: 2.6922 0.1628 1.2613  0.29
H: 1.8145 -1.3734 0.9387  0.28
H: 1.0056 0.1250 1.8895  0.23
H: -0.9053 1.9886 -1.0027  0.30
H: -1.4723 0.4215 -2.1180  0.26
H: -2.0599 0.6890 -0.4801  0.27


Entry 12:
C4H7NO in the gas phase at a distorted geometry. Source: the Open Molecules 2025 dataset; level of theory: ωB97M-V/def2-TZVPD.

multiplicity	1
LUMO energy	0.036	Ha
SMILES	CC(=O)[C@H]1CN1
net charge	0
energy above the lowest of the compared OMol25 structures with the same formula, charge and spin	217.2	kJ/mol
E_tot	-286.548932	Ha
frontier orbital gap	10.9	eV

Last column: Mulliken charge in e.
Element x y z (Å)
C: 1.9079 -0.1565 0.2307  -1.17
C: 0.5327 0.3887 0.5114  0.50
O: 0.3478 1.4796 1.0220  -0.58
C: -0.5102 -0.4563 -0.1248  0.27
C: -1.9201 -0.1536 -0.0193  -0.51
N: -1.0736 0.2628 -1.2445  -0.61
H: 2.2554 -0.1430 -0.8173  0.29
H: 1.8878 -1.2047 0.5368  0.34
H: 2.5591 0.4490 0.8461  0.34
H: -0.2919 -1.4665 -0.4443  0.32
H: -2.1502 0.7009 0.5932  0.25
H: -2.6686 -0.9617 0.0004  0.27
H: -0.8762 1.2611 -1.0903  0.28


Entry 13:
C4H7NO in the gas phase. Source: the Open Molecules 2025 dataset; level of theory: ωB97M-V/def2-TZVPD.

multiplicity	1
LUMO energy	0.036	Ha
SMILES	C[C@H]1CNC1=O
net charge	0
energy above the lowest of the compared OMol25 structures with the same formula, charge and spin	77.0	kJ/mol
E_tot	-286.602311	Ha
frontier orbital gap	10.7	eV

Last column: Mulliken charge in e.
Element x y z (Å)
C: -1.1321 0.4757 1.0108  -1.40
C: -0.5683 -0.1770 -0.2408  0.37
C: 0.5713 0.6022 -0.9396  -0.59
N: 1.4954 -0.3878 -0.3956  -0.16
C: 0.5158 -1.2223 0.0855  0.31
O: 0.5392 -2.3230 0.5763  -0.62
H: -1.8565 1.2655 0.7935  0.35
H: -1.6142 -0.2725 1.6431  0.32
H: -0.3210 0.9293 1.5918  0.35
H: -1.3448 -0.5483 -0.9160  0.33
H: 0.7353 1.6227 -0.5792  0.28
H: 0.5101 0.5953 -2.0327  0.25
H: 2.4698 -0.5599 -0.5971  0.19


Entry 14:
C4H7NO in the gas phase. Source: the Open Molecules 2025 dataset; level of theory: ωB97M-V/def2-TZVPD.

multiplicity	1
LUMO energy	0.039	Ha
SMILES	O=CC[C@H]1CN1
net charge	0
energy above the lowest of the compared OMol25 structures with the same formula, charge and spin	199.2	kJ/mol
E_tot	-286.555763	Ha
frontier orbital gap	10.7	eV

Last column: Mulliken charge in e.
Element x y z (Å)
O: -1.8060 -1.3925 0.3821  -0.47
C: -1.1571 -0.9091 1.2789  0.06
C: 0.1081 -0.1076 1.0819  -0.82
C: 0.5948 -0.1267 -0.3444  0.20
C: -0.0961 0.6576 -1.3865  -0.41
N: 1.1894 1.1078 -0.8511  -0.64
H: -1.4859 -1.0320 2.3329  0.35
H: 0.8680 -0.4730 1.7867  0.32
H: -0.0970 0.9277 1.3904  0.29
H: 1.0358 -1.0699 -0.6662  0.39
H: -0.9513 1.2708 -1.1115  0.22
H: -0.1451 0.2409 -2.3906  0.26
H: 1.9423 0.9062 -1.5026  0.25


Entry 15:
C4H7NO in the gas phase. Source: the Open Molecules 2025 dataset; level of theory: ωB97M-V/def2-TZVPD.

multiplicity	1
LUMO energy	0.038	Ha
SMILES	O[C@H]1C[C@H]2N[C@@H]12
net charge	0
energy above the lowest of the compared OMol25 structures with the same formula, charge and spin	260.6	kJ/mol
E_tot	-286.532395	Ha
frontier orbital gap	10.4	eV

Last column: Mulliken charge in e.
Element x y z (Å)
O: -2.0954 0.0171 0.5406  -0.56
C: -0.9872 0.2168 -0.2865  0.06
C: 0.1594 1.2173 0.0956  -0.77
C: 1.1459 0.0990 -0.2194  -0.02
N: 0.8745 -0.9159 0.8046  -0.56
C: 0.0558 -0.8841 -0.4297  -0.47
H: -1.8162 -0.5757 1.2497  0.34
H: -1.3756 0.4937 -1.2721  0.34
H: 0.1785 1.5073 1.1492  0.28
H: 0.2097 2.0981 -0.5480  0.27
H: 2.1021 0.1647 -0.7277  0.43
H: 1.5606 -1.6619 0.6865  0.24
H: -0.0121 -1.7764 -1.0428  0.42


Entry 16:
C4H7NO in the gas phase at a distorted geometry. Source: the Open Molecules 2025 dataset; level of theory: ωB97M-V/def2-TZVPD.

multiplicity	1
LUMO energy	0.021	Ha
SMILES	C[C@H]1CN1C=O
net charge	0
energy above the lowest of the compared OMol25 structures with the same formula, charge and spin	308.2	kJ/mol
E_tot	-286.514246	Ha
frontier orbital gap	10.0	eV

Last column: Mulliken charge in e.
Element x y z (Å)
C: -1.4484 -0.0427 0.5024  -1.16
C: -0.4294 -0.8572 -0.2199  0.28
C: 0.6893 -0.4696 -1.0310  -0.45
N: 1.1834 -0.3752 0.3466  -0.49
C: 1.4699 1.0166 0.5371  0.06
O: 1.1097 1.9322 -0.1785  -0.51
H: -1.4916 -0.4662 1.5123  0.27
H: -2.4608 -0.1286 0.0876  0.36
H: -1.1388 0.9988 0.5561  0.31
H: -0.7578 -1.9020 -0.3670  0.32
H: 1.1814 -1.2805 -1.5559  0.27
H: 0.6524 0.4960 -1.5104  0.32
H: 2.1959 1.2285 1.3452  0.40


Entry 17:
2 unconnected molecules or ions with the total composition C4H7NO at a distorted geometry. Source: the Open Molecules 2025 dataset; level of theory: ωB97M-V/def2-TZVPD.

multiplicity	1
LUMO energy (alpha / beta)	0.015 / 0.009	Ha
net charge	0
energy above the lowest of the compared OMol25 structures with the same formula, charge and spin	524.9	kJ/mol
E_tot	-286.431716	Ha
frontier orbital gap (alpha / beta)	8.0 / 8.1	eV

Last column: Mulliken charge in e.
Element x y z (Å)
C: -2.4620 -0.5344 0.3009  -0.19
C: -0.0079 0.9555 -0.2687  0.18
C: 1.7437 -0.7619 0.2910  -1.10
C: 1.4001 0.7681 0.2693  -0.19
N: -3.1214 -0.3462 -0.7491  -0.40
O: -0.4198 1.6242 -1.1523  -0.38
H: -2.6158 -1.3750 0.8728  0.29
H: 2.4978 -0.9570 0.8401  0.42
H: 1.8799 -1.1449 -0.7527  0.29
H: 0.8469 -1.2733 0.7539  0.26
H: 2.0758 1.3070 -0.4463  0.25
H: 1.3476 1.2165 1.2971  0.27
H: -3.1647 0.5211 -1.2560  0.29